Entry from OMol25: 4 unconnected molecules or ions with the total composition C4H15NO3 in a non-equilibrium geometry (the ωB97M-V functional and the def2-TZVPD basis).

Each line ends with the Mulliken charge.
Cartesian coordinates (Å):
C 0.81 -0.85 2.02  -0.80
N -0.58 -0.53 1.59  -0.31
C -0.75 0.77 0.93  -0.09
C -2.15 1.23 -1.14  -0.92
C -2.00 0.73 0.09  -0.12
H 1.47 -0.04 1.69  0.27
H 1.07 -1.81 1.48  0.21
H 0.91 -1.13 3.03  0.34
H -1.16 -0.78 2.40  0.22
H -1.01 1.56 1.67  0.36
H 0.16 1.06 0.44  -0.01
H -3.12 1.35 -1.63  0.27
H -1.33 1.51 -1.76  0.36
H -2.87 0.46 0.68  0.25
H -0.75 -1.21 -0.61  0.37
H -1.20 -0.92 -2.19  0.32
O -0.63 -1.41 -1.56  -0.77
H 1.15 -0.99 -1.73  0.45
H 2.32 -1.71 -2.37  0.29
O 2.11 -0.97 -1.80  -0.67
H 2.12 1.95 -0.56  0.29
H 2.80 0.49 -0.62  0.36
O 2.62 1.26 -0.03  -0.66

Results
structure (SMILES)	C=CCNC.O.O.O
gap between HOMO and LUMO	9.6	eV
HOMO level	-8.81	eV
LUMO energy	0.76	eV
energy relative to the best compared isomer or geometry (same formula, charge and spin)	155.6	kJ/mol
M	125.2	Da

---

Entry from OMol25: 2 unconnected molecules or ions with the total composition C4H4ClF3 in a non-equilibrium geometry (the ωB97M-V functional and the def2-TZVPD basis).

Each line ends with the Mulliken charge.
Cartesian coordinates (Å):
C -0.67 -0.87 -0.04  -0.47
C -0.55 0.41 0.04  -0.33
C 1.80 1.12 0.49  -0.77
C 2.16 0.56 1.76  0.99
F 2.17 0.57 -0.65  -0.24
F 1.96 -0.80 1.90  -0.19
F 3.52 0.67 2.15  -0.25
Cl 1.27 1.46 3.03  -0.16
H -1.53 -1.10 -0.61  0.29
H 0.05 -1.62 0.29  0.24
H -1.08 1.25 -0.07  0.41
H 1.78 2.14 0.36  0.48

Results
gap between HOMO and LUMO (spin up / spin down)	9.0 / 8.5	eV
HOMO level (spin up / spin down)	-9.22 / -9.00	eV
LUMO energy (spin up / spin down)	-0.17 / -0.48	eV
energy relative to the best compared isomer or geometry (same formula, charge and spin)	431.3	kJ/mol
M	144.5	Da

---

Entry from OMol25: 7 unconnected molecules or ions with the total composition C28H41F15O16 in a non-equilibrium geometry (the ωB97M-V functional and the def2-TZVPD basis).

Each line ends with the Mulliken charge.
Cartesian coordinates (Å):
C -12.49 -11.92 0.75  -1.19
C -13.76 -12.62 0.28  -0.16
O -14.97 -12.16 0.85  -0.35
C -15.50 -11.05 0.50  0.81
O -15.11 -10.34 -0.45  -0.60
O -16.61 -10.84 1.23  -0.32
C -17.44 -9.73 1.00  -0.62
H -11.56 -12.43 0.50  0.35
H -12.48 -11.87 1.84  0.34
H -12.44 -10.84 0.63  0.33
H -13.62 -13.69 0.43  0.30
H -13.89 -12.50 -0.80  0.31
H -16.91 -8.80 1.16  0.29
H -18.24 -9.74 1.74  0.23
H -17.94 -9.75 0.03  0.28
C -13.32 -17.82 7.52  -0.97
C -11.90 -17.25 7.36  -0.36
O -11.31 -16.96 8.67  -0.26
C -10.50 -15.90 8.70  0.77
O -10.19 -15.15 7.76  -0.59
O -9.94 -15.83 9.96  -0.33
C -8.89 -14.83 10.24  -0.61
H -13.82 -17.90 6.56  0.34
H -13.93 -17.21 8.18  0.29
H -13.06 -18.81 7.91  0.26
H -11.79 -16.45 6.63  0.37
H -11.29 -18.02 6.90  0.28
H -8.91 -14.75 11.33  0.24
H -9.23 -13.85 9.91  0.31
H -7.95 -15.15 9.80  0.27
C -12.66 -2.48 -1.61  -1.08
C -13.69 -3.58 -1.15  -0.19
O -13.99 -3.35 0.24  -0.30
C -13.17 -3.66 1.20  0.44
O -12.03 -4.13 1.03  -0.56
C -13.62 -3.24 2.62  0.84
F -12.61 -2.56 3.12  -0.23
F -14.75 -2.56 2.55  -0.22
F -13.78 -4.36 3.41  -0.25
H -12.36 -2.46 -2.66  0.38
H -11.67 -2.65 -1.17  0.30
H -13.05 -1.51 -1.30  0.30
H -13.35 -4.59 -1.39  0.31
H -14.64 -3.41 -1.65  0.25
C -6.11 -22.00 -7.30  -1.05
C -4.89 -21.09 -6.82  -0.23
O -5.26 -19.86 -6.19  -0.29
C -5.75 -19.78 -4.92  0.42
O -6.01 -20.83 -4.25  -0.56
C -5.93 -18.35 -4.40  0.85
F -7.15 -18.17 -4.04  -0.23
F -5.20 -18.16 -3.28  -0.26
F -5.55 -17.52 -5.32  -0.23
H -6.68 -22.43 -6.48  0.32
H -5.70 -22.90 -7.76  0.35
H -6.83 -21.46 -7.91  0.32
H -4.33 -20.76 -7.69  0.27
H -4.25 -21.60 -6.10  0.33
C -3.53 -12.41 4.49  -1.19
C -2.15 -11.92 4.13  -0.16
O -1.89 -12.38 2.80  -0.25
C -0.79 -11.90 2.15  0.30
O 0.02 -11.07 2.58  -0.53
C -0.67 -12.40 0.69  0.90
F 0.64 -12.29 0.28  -0.23
F -1.00 -13.73 0.72  -0.24
F -1.46 -11.65 -0.11  -0.22
H -3.76 -12.19 5.53  0.37
H -3.74 -13.44 4.21  0.32
H -4.30 -11.89 3.92  0.32
H -1.40 -12.38 4.77  0.28
H -2.05 -10.84 4.27  0.33
C -5.38 -8.11 -1.89  -1.12
C -5.04 -7.34 -0.62  -0.18
O -3.69 -6.95 -0.77  -0.19
C -3.20 -5.95 0.03  0.36
O -3.79 -5.52 1.02  -0.52
C -1.78 -5.43 -0.33  0.84
F -1.83 -4.11 -0.56  -0.25
F -0.93 -5.67 0.66  -0.24
F -1.34 -6.03 -1.40  -0.23
H -6.43 -8.32 -2.12  0.36
H -4.92 -9.09 -1.78  0.26
H -4.88 -7.68 -2.75  0.32
H -5.21 -7.99 0.24  0.28
H -5.72 -6.49 -0.56  0.31
C -20.36 -8.88 -5.55  -1.10
C -21.30 -7.78 -5.99  -0.29
O -20.78 -6.62 -5.34  -0.21
C -21.15 -5.35 -5.81  0.34
O -21.75 -5.17 -6.85  -0.51
C -20.71 -4.21 -4.88  0.85
F -19.92 -3.42 -5.61  -0.24
F -21.82 -3.48 -4.45  -0.24
F -19.99 -4.58 -3.82  -0.22
H -19.43 -8.61 -6.04  0.30
H -20.67 -9.80 -6.05  0.38
H -20.40 -8.96 -4.46  0.31
H -22.32 -7.97 -5.66  0.30
H -21.31 -7.58 -7.06  0.35

Results
structure (SMILES)	CCOC(=O)C(F)(F)F.CCOC(=O)C(F)(F)F.CCOC(=O)C(F)(F)F.CCOC(=O)C(F)(F)F.CCOC(=O)C(F)(F)F.CCOC(=O)OC.CCOC(=O)OC
gap between HOMO and LUMO	11.0	eV
HOMO level	-10.66	eV
LUMO energy	0.36	eV
energy relative to the best compared isomer or geometry (same formula, charge and spin)	0.0	kJ/mol
M	918.6	Da

---

Entry from OMol25: a molecular structure, C25H11Cl3N4O13V (the ωB97M-V functional and the def2-TZVPD basis).

Each line ends with the Löwdin spin population.
Cartesian coordinates (Å):
V -0.39 -0.19 0.49  1.00
O -3.04 -0.99 -2.40  0.01
C -2.34 -1.22 -1.44  0.00
O -1.30 -0.48 -1.11  0.01
C -2.59 -2.42 -0.58  0.00
C -3.36 -3.45 -1.10  0.00
C -3.58 -4.58 -0.35  0.00
C -3.05 -4.73 0.92  0.00
C -2.31 -3.70 1.45  0.00
C -2.06 -2.53 0.72  0.00
O -1.36 -1.53 1.24  -0.01
N -1.77 -3.91 2.81  0.00
O -1.93 -5.01 3.30  0.00
O -1.22 -2.98 3.37  0.00
N -4.39 -5.68 -0.91  0.00
O -4.56 -6.66 -0.22  0.00
O -4.83 -5.52 -2.03  0.00
H -3.78 -3.34 -2.09  0.00
H -3.23 -5.63 1.49  0.00
Cl -1.13 7.15 -1.01  0.00
C -0.87 5.49 -0.59  0.00
C -1.95 4.68 -0.30  0.00
C -1.74 3.35 0.03  0.00
Cl -3.06 2.31 0.41  0.00
C -0.44 2.83 0.06  0.00
O -0.25 1.55 0.34  -0.03
C 0.65 3.66 -0.21  0.00
C 2.05 3.19 -0.11  0.00
O 2.41 2.12 0.33  0.00
C 0.42 4.99 -0.55  0.00
H -2.96 5.07 -0.33  0.00
H 2.79 3.91 -0.50  0.00
H 1.26 5.64 -0.77  0.00
O 4.58 -2.11 2.74  0.00
C 3.92 -1.49 3.71  0.00
O 4.31 -1.46 4.84  0.00
C 2.59 -0.90 3.35  0.00
C 1.73 -0.26 4.23  0.00
Cl 1.87 0.04 5.88  0.00
N 0.64 0.14 3.55  0.00
N 0.76 -0.20 2.27  0.00
C 1.92 -0.82 2.12  0.00
C 2.19 -1.26 0.72  0.00
O 3.21 -1.81 0.40  0.00
O 1.19 -1.00 -0.10  0.01
C -0.50 0.90 3.97  0.00
C -1.73 0.27 4.04  0.00
C -2.85 1.03 4.37  0.00
C -2.71 2.39 4.64  0.00
C -1.46 3.00 4.57  0.00
C -0.35 2.25 4.23  0.00
H 4.12 -2.10 1.87  0.00
H -1.80 -0.78 3.82  0.00
H -3.82 0.56 4.42  0.00
H -3.58 2.97 4.90  0.00
H -1.36 4.05 4.78  0.00
H 0.63 2.71 4.17  0.00

Results
gap between HOMO and LUMO (spin up / spin down)	7.3 / 7.9	eV
HOMO level (spin up / spin down)	-9.74 / -9.76	eV
LUMO energy (spin up / spin down)	-2.44 / -1.88	eV
multiplicity	2
energy relative to the best compared isomer or geometry (same formula, charge and spin)	0.0	kJ/mol
M	732.7	Da

---

Entry from OMol25: C8H15N2PS in the gas phase in a non-equilibrium geometry (the ωB97M-V functional and the def2-TZVPD basis).

Each line ends with the Mulliken charge.
Cartesian coordinates (Å):
C -2.89 -1.46 0.29  0.09
C -1.73 -1.77 0.45  -0.77
C 0.13 -1.29 -1.86  -0.85
C 0.61 -2.00 -0.64  -0.66
C 0.19 0.24 -1.77  -0.54
C -0.30 -1.56 0.57  -0.22
C -0.45 0.21 2.29  -1.09
C 2.04 2.20 0.12  -0.85
N 0.02 -0.11 0.84  -0.01
N 0.52 2.30 -0.11  -0.33
P -0.51 1.01 -0.27  0.26
S -2.75 2.04 0.40  -0.40
H -3.89 -1.13 0.31  0.43
H 0.91 -1.61 -2.69  0.33
H -0.79 -1.59 -2.23  0.37
H 0.63 -3.11 -0.84  0.34
H 1.63 -1.82 -0.29  0.30
H 1.26 0.47 -1.60  0.22
H -0.07 0.78 -2.65  0.49
H 0.06 -2.14 1.45  0.52
H -1.62 -0.01 2.44  0.27
H -0.10 -0.55 2.87  0.52
H 0.00 1.21 2.38  0.35
H 2.27 3.09 0.64  0.38
H 2.23 1.24 0.62  0.31
H 2.49 2.25 -0.98  0.23
H 0.10 3.12 0.24  0.31

Results
structure (SMILES)	C#C[C@H]1CCC[P@](=S)(NC)N1C
gap between HOMO and LUMO	7.7	eV
HOMO level	-7.68	eV
LUMO energy	0.07	eV
energy relative to the best compared isomer or geometry (same formula, charge and spin)	56.6	kJ/mol
M	202.3	Da

---

Entry from OMol25: a gas-phase ion, C7H10N3O2 (charge -1) in a non-equilibrium geometry (the ωB97M-V functional and the def2-TZVPD basis).

Each line ends with the Mulliken charge.
Cartesian coordinates (Å):
C 2.55 -2.01 1.11  -0.08
C -0.49 -0.13 0.56  -0.88
C 4.06 -1.83 0.72  0.63
C -0.20 2.00 -0.42  -1.31
C -2.05 1.53 1.28  -1.63
C -1.05 -1.22 -1.63  -1.19
C -1.25 1.01 0.10  1.10
N 1.54 -1.95 0.54  0.67
N 0.51 -2.17 -0.16  -1.40
N -0.41 -1.08 -0.30  0.81
O 4.40 -2.72 -0.06  -0.64
O 4.56 -0.85 1.27  -0.64
H 0.26 1.89 -1.38  0.34
H 0.55 2.05 0.42  0.32
H -0.52 3.15 -0.47  0.30
H -2.74 2.44 0.93  0.30
H -1.30 1.78 2.01  0.34
H -2.50 0.76 1.84  0.46
H -0.59 -1.95 -2.11  0.43
H -2.12 -1.35 -1.53  0.35
H -1.13 -0.33 -2.11  0.42
H -2.08 0.98 -0.62  0.32

Results
charge	-1
gap between HOMO and LUMO	7.7	eV
HOMO level	-4.38	eV
LUMO energy	3.28	eV
energy relative to the best compared isomer or geometry (same formula, charge and spin)	558.2	kJ/mol
M	168.2	Da